(1)
This record from the OMol25 dataset describes one molecule with the formula C2H3NO at a distorted geometry. The level of theory is wB97M-V/def2-TZVPD.

Structure (XYZ):
```
7
Properties=species:S:1:pos:R:3:forces:R:3
N 1.6639 0.4657 0.6243 1.641 0.230 -0.647
C 1.3218 -0.0789 -0.3494 -0.904 0.639 1.943
C -0.2276 -0.4152 -0.0760 -0.192 -0.623 -0.381
O -1.0249 0.5808 -0.5892 -0.232 0.171 -0.028
H -0.3709 -1.3375 -0.6100 -0.561 -0.212 -0.149
H -0.3733 -0.5672 1.0065 0.203 0.001 -0.579
H -0.9890 1.3524 -0.0062 0.045 -0.205 -0.160
```
Positions in Å, forces in eV/Å.

Results
Orbital gap ... 0.416 hartree
Total energy ... -207.9122 hartree
Max |F| ... 2.24 eV Å⁻¹
Energy relative to the best compared isomer or geometry (same formula, charge and spin) ... 53.7 kcal/mol

The Löwdin scheme yields these atomic charges, measured in e: 0.138 -0.133 -0.283 -0.037 0.095 0.112 0.108

=====

(2)
This record from the OMol25 dataset describes one molecule with the formula C2H3NO at a distorted geometry. The level of theory is wB97M-V/def2-TZVPD.

Structure (XYZ):
```
7
Properties=species:S:1:pos:R:3:forces:R:3
C 0.8261 0.7663 -0.0044 -2.245 -1.945 3.533
C -0.1378 -0.1239 -0.2751 -1.410 -0.805 -1.856
N -0.8010 -0.8427 0.7738 -0.378 -0.714 1.242
O -1.6107 -1.7116 0.4751 1.461 1.690 -0.505
H 1.2601 1.2896 -0.7459 1.520 1.678 -2.381
H 1.0787 1.0092 1.0652 -0.188 -0.500 -1.268
H -0.6154 -0.3869 -1.2886 1.241 0.597 1.235
```
Positions in Å, forces in eV/Å.

Results
Orbital gap ... 0.308 hartree
Total energy ... -207.8789 hartree
Max |F| ... 4.62 eV Å⁻¹
Energy relative to the best compared isomer or geometry (same formula, charge and spin) ... 74.5 kcal/mol

The Löwdin scheme yields these atomic charges, measured in e: 0.069 -0.200 -0.088 -0.023 0.017 0.096 0.130

=====

(3)
This record from the OMol25 dataset describes one molecule with the formula C2H3NO2 at a distorted geometry. The level of theory is wB97M-V/def2-TZVPD.

Structure (XYZ):
```
8
Properties=species:S:1:pos:R:3:forces:R:3
O 2.2473 -0.4256 -0.2369 1.315 -0.801 0.147
C 1.2512 0.1598 -0.0024 -2.259 0.369 -0.452
N 0.0384 -0.4702 0.4226 -0.924 1.213 -1.302
C -1.2087 0.1667 0.0615 0.276 -1.920 0.167
O -2.1922 -0.4400 -0.2903 0.930 0.167 0.373
H 1.1173 1.2273 -0.2639 0.020 0.004 0.568
H -0.0280 -1.4407 0.1454 0.347 -0.372 0.356
H -1.2253 1.2226 0.1641 0.295 1.339 0.143
```
Positions in Å, forces in eV/Å.

Results
Orbital gap ... 0.426 hartree
Total energy ... -283.2445 hartree
Max |F| ... 2.33 eV Å⁻¹
Energy relative to the best compared isomer or geometry (same formula, charge and spin) ... 8.5 kcal/mol

The Löwdin scheme yields these atomic charges, measured in e: 0.085 -0.330 0.090 -0.291 0.060 0.135 0.136 0.115

=====

(4)
This record from the OMol25 dataset describes one molecule with the formula C2H3NO2 at a distorted geometry. The level of theory is wB97M-V/def2-TZVPD.

Structure (XYZ):
```
8
Properties=species:S:1:pos:R:3:forces:R:3
C -0.0341 0.6269 0.5845 0.202 2.433 -0.142
N -0.6673 -0.0952 -0.2873 2.962 -0.975 1.331
O -1.7132 0.1631 -0.8619 -2.090 0.150 -1.190
C -0.1255 -1.4658 -0.4359 7.762 0.646 2.574
O 1.1156 -1.7469 -0.1863 -6.852 1.291 -1.836
H -0.5952 1.6521 0.6691 1.652 -1.943 0.392
H 1.0277 0.3194 0.8773 -2.035 0.579 -0.250
H -0.9499 -2.0726 -0.5300 -1.602 -2.182 -0.880
```
Positions in Å, forces in eV/Å.

Results
Orbital gap (alpha / beta) ... 0.317 / 0.317 hartree
Total energy ... -283.1063 hartree
Max |F| ... 8.20 eV Å⁻¹
Energy relative to the best compared isomer or geometry (same formula, charge and spin) ... 95.2 kcal/mol

The Löwdin scheme yields these atomic charges, measured in e: 0.085 -0.380 -0.042 -0.059 0.027 0.140 0.118 0.112

=====

(5)
This record from the OMol25 dataset describes one molecule with the formula C2H3NO2 at a distorted geometry. The level of theory is wB97M-V/def2-TZVPD.

Structure (XYZ):
```
8
Properties=species:S:1:pos:R:3:forces:R:3
O 1.1322 0.9926 -0.7432 -0.406 -0.944 -0.315
C 0.7706 -0.1282 -1.0035 0.686 0.445 0.048
N -0.2199 -0.8442 -0.3482 -0.209 0.442 0.615
C -0.9065 -0.4228 0.7795 0.052 1.693 0.986
O -0.7307 0.6196 1.3790 -0.152 -1.291 -0.832
H 1.2218 -0.7566 -1.7934 0.013 0.214 -0.072
H -0.4000 -1.7942 -0.6066 0.081 -0.232 -0.409
H -1.6790 -1.1306 1.0951 -0.065 -0.327 -0.022
```
Positions in Å, forces in eV/Å.

Results
Orbital gap ... 0.387 hartree
Total energy ... -283.2466 hartree
Max |F| ... 1.96 eV Å⁻¹
Energy relative to the best compared isomer or geometry (same formula, charge and spin) ... 7.1 kcal/mol

The Löwdin scheme yields these atomic charges, measured in e: 0.079 -0.309 0.080 -0.300 0.066 0.131 0.126 0.127

=====

(6)
This record from the OMol25 dataset describes a 2-piece molecular cluster, C2H3NO2 overall at a distorted geometry. The level of theory is wB97M-V/def2-TZVPD.

Structure (XYZ):
```
8
Properties=species:S:1:pos:R:3:forces:R:3
N 1.5276 1.3029 0.0636 0.090 1.284 0.048
C 1.6658 0.1142 0.0535 0.787 0.184 0.418
O 2.0446 -0.9674 0.2006 0.029 -1.154 -0.099
H 0.8043 1.8741 -0.3193 -0.184 -0.170 -0.150
C -1.5094 -0.5800 0.0077 -0.496 -0.229 0.087
O -0.5715 -0.1950 -0.6276 -0.454 0.035 -0.321
H -1.4881 -1.5047 0.6036 0.210 -0.081 0.064
H -2.4732 -0.0442 0.0179 0.017 0.131 -0.048
```
Positions in Å, forces in eV/Å.

Results
Orbital gap ... 0.402 hartree
Total energy ... -283.2135 hartree
Max |F| ... 1.29 eV Å⁻¹
Energy relative to the best compared isomer or geometry (same formula, charge and spin) ... 27.9 kcal/mol

The Löwdin scheme yields these atomic charges, measured in e: 0.183 -0.478 0.157 0.072 -0.092 -0.021 0.092 0.086